70
Properties=species:S:1:pos:R:3:forces:R:3:mulliken_charge:R:1 method="wB97M-V/def2-TZVPD" total_energy_ev=-227826.3747 gap_ev=1.16 mol_weight_g_mol=893.70 homo_energy_ev=-14.9 charge=+3 largest_force_ev_per_a=18.644
C 4.123593 -0.249522 0.529776 0.2 0.0 0.6 -0.92
Si 2.910721 0.196449 -0.939654 1.5 -1.2 -1.1 0.51
C 3.736154 1.422235 -2.174682 -0.5 1.2 -0.9 -0.94
C 2.695607 -1.487961 -1.927178 -3.2 0.2 1.2 0.02
O 1.296611 0.643215 -0.409847 1.7 1.8 -0.6 -0.13
C 1.057245 2.092242 -0.485043 -2.7 -0.1 0.2 0.09
C -0.536790 2.391971 -0.164640 1.9 2.0 0.4 -0.36
Al -1.837872 1.006296 -0.934485 -2.2 0.7 -0.1 -0.42
O -3.569436 1.472328 -0.246995 2.3 -2.3 1.2 -0.51
C -2.044229 1.102579 -3.003317 1.3 -0.4 -2.5 -0.39
C -0.944722 0.125888 -3.753237 -2.8 -1.0 3.1 0.35
O -1.181918 -1.191958 -3.720219 8.5 12.3 11.2 -0.88
C -1.505425 -0.932100 -0.253654 1.6 -0.2 1.6 -0.07
C -2.753450 -1.953369 -0.556596 -1.2 -1.2 0.1 -1.23
C -2.311461 -3.512767 -0.832587 -1.2 0.0 -0.5 0.71
F -0.896146 -3.817410 -0.467214 -3.3 0.2 -1.1 -0.14
F -3.178912 -4.394304 0.015520 4.7 1.2 -1.9 -0.20
F -2.555209 -3.824854 -2.261763 2.1 0.1 4.5 -0.17
H 4.803093 0.646234 0.858380 -1.3 -1.6 -0.5 0.33
H 4.857969 -1.123610 0.211735 -1.7 1.8 0.6 0.28
H 3.442304 -0.585225 1.420305 1.5 0.4 -1.3 0.21
H 2.968056 1.628128 -3.062749 1.7 -0.4 1.7 0.28
H 4.728617 1.000430 -2.672256 -2.1 0.8 1.3 0.37
H 3.923597 2.471541 -1.673821 -0.1 -2.0 -1.1 0.31
H 2.701732 -2.409311 -1.188692 0.4 1.4 -1.4 -0.71
H 1.598561 -1.440146 -2.383369 2.1 -0.3 0.6 -0.01
H 3.462062 -1.598466 -2.805478 0.6 -0.7 0.5 0.59
H 1.663708 2.584441 0.416381 -0.4 -0.4 -2.3 -0.22
H 1.285131 2.583815 -1.522377 0.2 -1.0 2.1 0.45
H -0.722509 2.619543 0.990583 0.3 -0.7 -2.1 0.19
H -0.781182 3.423424 -0.713285 0.3 -2.2 1.1 0.40
H -3.592234 0.949484 0.626338 -0.4 1.4 -1.6 0.28
H -3.162840 0.792216 -3.270110 2.3 0.5 0.6 0.28
H -1.897041 2.239498 -3.313696 -0.4 -2.3 0.4 0.31
H -0.003648 0.635902 -4.231519 -1.5 -1.4 0.7 0.40
H -1.354612 -0.907456 0.929960 -0.3 -0.3 -2.4 0.48
H -0.471347 -1.270179 -0.704134 -2.1 0.2 0.6 -0.32
H -3.447326 -1.629206 -1.445161 2.0 -0.1 1.2 0.61
H -3.443184 -1.957372 0.416074 1.6 0.0 -1.7 0.60
Rb -1.992234 -1.982506 -5.170849 -7.3 -7.3 -12.8 0.91
Al 1.907766 2.824994 2.284151 0.0 0.1 0.6 0.65
F -3.461736 3.334586 -5.102113 -0.3 1.1 0.7 -0.52
As -4.092216 4.954353 -4.571958 -1.2 1.6 -0.8 2.00
F -5.278569 4.131258 -3.469019 1.5 0.7 -1.1 -0.49
F -5.315144 4.917588 -5.915149 1.6 -0.2 1.7 -0.49
F -4.722896 6.573553 -4.042019 0.9 -2.1 -0.5 -0.49
F -2.905790 5.777378 -5.674597 -1.3 -1.2 1.4 -0.49
F -2.869287 4.991118 -3.228766 -0.9 -0.4 -1.1 -0.51
Br -4.915144 -3.212398 -1.063606 -3.2 1.0 -0.5 0.22
F 4.684856 -2.300153 -3.359525 -0.7 0.3 0.3 -0.51
C 0.956562 1.372808 8.137316 0.6 -0.5 0.2 -0.99
S 0.049176 1.683211 6.604308 2.4 0.3 1.7 0.76
O 0.999991 1.464559 5.464921 -1.3 0.0 0.5 -0.46
C -0.113656 3.469468 6.841603 -1.0 0.5 -0.6 -0.89
H 1.201877 0.309178 8.186509 -0.2 0.2 0.0 0.36
H 1.879161 1.958193 8.150969 -0.1 0.2 -0.4 0.42
H 0.330372 1.638818 8.992977 -0.2 -0.1 -0.4 0.45
H 0.875113 3.925725 6.934557 0.1 -0.5 0.0 0.36
H -0.704408 3.666526 7.739083 0.0 -0.3 -0.1 0.39
H -0.625629 3.889985 5.972509 0.0 -0.1 0.1 0.35
F -1.015144 -0.212153 8.652475 -0.1 0.4 -0.9 -0.35
C 1.452723 -5.994672 0.072150 0.1 0.8 -1.1 -0.75
N 2.664136 -5.134685 0.154351 2.4 0.1 -0.6 0.45
O 3.132839 -4.713979 -0.909835 -1.0 -0.6 1.6 -0.28
O 3.110253 -4.906376 1.284672 -0.9 -0.1 -1.0 -0.34
H 1.172520 -6.110958 -0.976892 0.1 -0.2 0.1 0.49
H 1.704283 -6.961216 0.513484 1.4 1.7 -1.1 0.42
H 0.657240 -5.497612 0.631037 -0.2 -0.4 0.2 0.34
Li 1.384856 -3.512659 0.193676 -0.2 1.5 -0.4 0.93
Al 0.784856 -8.086572 1.376285 -1.7 -3.0 2.0 0.66

---

57
Properties=species:S:1:pos:R:3:forces:R:3:mulliken_spin:R:1 method="wB97M-V/def2-TZVPD" spin_multiplicity=4 s_squared=3.782 total_energy_ev=-155774.6023 gap_ev="7.05 / 6.40" mol_weight_g_mol=738.13 de_lowest_kcal_mol=0.0 homo_energy_ev="-10.8 / -11.3" charge=+1 largest_force_ev_per_a=1.280
Mo -0.062951 0.180148 0.119939 -0.6 -1.0 0.6 1.94
S 0.229544 -3.475512 2.665962 0.2 -0.1 0.0 0.96
Sb -1.396409 -1.782425 2.739660 0.2 0.8 -0.6 0.06
S 0.259278 0.002965 2.511374 -0.2 -0.1 -0.2 0.12
S -1.631534 -1.424064 0.237081 0.2 0.1 0.0 -0.12
C 1.327531 -1.764553 -5.836794 0.0 0.2 0.1 0.00
C 0.924068 -1.515641 -4.400007 0.0 -0.3 -0.1 0.00
C 1.347973 -2.620640 -3.454885 0.0 0.2 0.0 0.00
O 1.581439 -0.255064 -3.976177 -0.3 0.2 0.2 0.00
P 0.771357 0.750406 -3.076579 0.1 0.1 -0.5 0.01
O -0.149544 0.066307 -2.126514 0.2 0.0 0.6 -0.01
C 2.093945 1.672360 -2.234404 0.0 -0.6 0.1 0.02
P 2.927098 0.607572 -1.018130 0.6 0.4 0.0 -0.03
O 1.945233 -0.130889 -0.145637 -0.4 0.3 -0.1 0.02
O 3.796068 -0.446910 -1.739682 -0.1 0.0 -0.1 -0.01
C 5.072426 -0.159000 -2.414031 0.4 0.0 -0.1 0.00
C 6.187695 -0.619550 -1.500258 -0.2 0.0 0.1 0.00
C 5.052665 -0.875322 -3.747913 -0.1 0.0 0.1 0.00
O 3.938662 1.506491 -0.239047 -0.2 -0.3 -0.2 0.00
C 3.711093 2.812509 0.390184 0.0 0.3 0.3 0.00
C 5.084006 3.332554 0.757395 -0.1 -0.1 -0.1 0.00
C 2.791560 2.685485 1.586799 0.0 -0.1 -0.1 0.01
O -0.072380 1.716433 -3.961831 0.1 -0.1 0.2 0.00
C 0.321129 2.724184 -4.942296 0.2 0.2 -0.2 0.00
C 0.687045 4.017661 -4.233608 -0.1 -0.2 0.1 0.00
C 1.415100 2.232192 -5.871786 -0.1 -0.1 0.1 0.00
H 0.877906 -2.694290 -6.183130 0.0 0.0 0.0 0.00
H 2.412063 -1.847617 -5.919330 0.0 0.0 0.0 0.00
H 0.982389 -0.955405 -6.479887 0.0 -0.1 0.0 0.00
H -0.155622 -1.371788 -4.337234 0.0 0.1 0.0 0.00
H 2.421403 -2.797484 -3.528522 0.0 0.0 0.0 0.00
H 0.818676 -3.537655 -3.712056 0.0 0.0 0.0 0.00
H 1.103634 -2.357792 -2.425736 0.0 -0.1 0.0 0.00
H 1.645397 2.536634 -1.742489 0.0 0.0 0.1 0.00
H 2.847235 2.007876 -2.950907 0.0 0.0 0.0 0.00
H 5.142372 0.922232 -2.566217 -0.1 0.0 0.0 0.00
H 6.101213 -1.691771 -1.323271 0.0 0.0 0.0 0.00
H 6.133136 -0.102311 -0.542675 0.1 0.0 0.0 0.00
H 7.153739 -0.413689 -1.959301 0.0 0.0 0.0 0.00
H 5.072905 -1.954337 -3.590979 0.0 0.0 0.0 0.00
H 5.928413 -0.589090 -4.329365 0.0 0.0 0.0 0.00
H 4.155485 -0.618247 -4.308958 0.0 0.0 0.0 0.00
H 3.262623 3.465888 -0.364038 0.0 -0.1 -0.1 0.00
H 5.534490 2.697855 1.520176 0.0 0.0 0.0 0.00
H 4.991170 4.344791 1.148622 0.0 0.0 0.0 0.00
H 5.734898 3.351099 -0.116227 0.0 0.0 0.0 0.00
H 3.240166 2.050919 2.351271 0.0 0.0 0.0 0.00
H 1.825386 2.264494 1.309409 -0.1 0.0 0.0 -0.01
H 2.609778 3.672796 2.009672 0.0 0.0 0.0 0.00
H -0.596767 2.872057 -5.508100 0.0 0.0 0.0 0.00
H 1.705392 3.984864 -3.840598 0.0 0.0 0.0 0.00
H -0.008845 4.210252 -3.416810 0.0 0.0 0.0 0.00
H 0.627279 4.845210 -4.939155 0.0 0.0 0.0 0.00
H 2.333971 2.014829 -5.323292 0.0 0.0 0.0 0.00
H 1.631029 3.010434 -6.602837 0.0 0.0 0.0 0.00
H 1.108261 1.333797 -6.405301 0.0 0.0 0.0 0.00
Br -0.968071 2.389852 -0.166454 0.0 0.2 0.2 0.02